No. 1
Below is a structure of composition C4H9N3, with properties calculated with wB97M-V/def2-TZVPD.

The spin multiplicity is 1. The HOMO-LUMO gap is 8.3 eV. As for the total energy: -321.9538 Eh. Its HOMO energy is -7.45 eV. The largest force on an atom comes out at 1.490 eV Å⁻¹.

XYZ file:
```
16
Properties=species:S:1:pos:R:3:forces:R:3:mulliken_charge:R:1
C 1.462446 0.569627 1.033309 0.0287 -0.4445 0.1453 -1.34
C -0.760276 0.159978 -0.248710 -0.0480 -0.3420 0.2802 -0.14
C 0.672740 -0.051299 -0.107489 0.1949 0.9472 -1.1334 0.71
N -1.401944 0.923006 -1.213696 0.0073 0.3347 -0.2734 -0.51
N 1.413827 -0.145241 -1.271892 -0.3900 0.0302 0.7723 -0.46
C -1.294208 -0.792593 0.595320 0.9204 -0.4748 -0.0831 0.17
N -2.310271 -1.548982 0.678488 0.0719 0.3432 0.2179 -0.75
H -1.479509 1.913134 -1.011210 0.0998 -0.1426 -0.1413 0.21
H -2.285619 0.550991 -1.531258 -0.0029 -0.0489 0.1786 0.25
H 2.418953 -0.184746 -1.217328 -0.1857 -0.0259 -0.1798 0.21
H 0.942470 -0.469367 -2.102713 0.2449 0.0349 0.0834 0.24
H -2.407716 -1.977037 1.598202 0.1407 -0.0655 -0.1898 0.26
H 0.035155 -1.139290 0.853322 -0.9522 -0.0883 0.4919 0.02
H 2.396391 0.027680 1.206541 -0.0247 0.0247 -0.0168 0.39
H 0.883702 0.557320 1.953858 -0.0189 0.0243 -0.0739 0.40
H 1.713861 1.606819 0.785256 -0.0860 -0.1068 -0.0781 0.35
```
Forces are in eV/Å.



No. 2
Below is an isolated molecule of C4H9N3, with properties calculated with wB97M-V/def2-TZVPD.

The spin multiplicity is 1. The HOMO-LUMO gap (alpha / beta) is 7.4 / 7.6 eV. As for the total energy: -321.8880 Eh. Its HOMO energy (alpha / beta) is -6.77 / -7.05 eV. The largest force on an atom comes out at 2.658 eV Å⁻¹.

XYZ file:
```
16
Properties=species:S:1:pos:R:3:forces:R:3:mulliken_charge:R:1
C 1.975452 -0.191678 -0.890619 -1.6029 0.8572 0.8904 -0.15
C 0.648051 -0.326719 -1.350950 0.9046 1.0602 0.3890 -0.50
C -1.995265 1.278334 0.898581 -0.7656 -1.3457 -0.1074 -1.20
C -0.963477 0.149966 0.621026 0.8238 0.7908 2.3998 -0.17
N 2.952248 -0.997380 -1.266326 -0.4328 -2.2754 -0.3970 0.18
N 2.522121 -2.181976 -1.702201 1.5721 -1.1777 -0.7494 -0.70
N -0.468151 0.112662 -0.745157 0.5943 0.0589 -0.8957 -0.04
H 2.363356 0.603877 -0.294792 -0.3329 0.8474 0.5487 0.37
H -2.778149 1.148319 0.143458 -0.0670 0.4580 0.1457 0.30
H -2.495001 1.384487 1.883963 0.2569 -1.4892 -0.2505 0.35
H -1.623381 2.244658 0.914397 1.2777 1.9654 -1.0839 0.37
H -0.096016 0.231350 1.350493 -0.8973 -0.2136 -0.9916 0.27
H -1.501235 -0.762992 0.845284 0.1694 -0.5023 -0.0249 0.22
H 3.894910 -0.900431 -0.885167 -0.2540 0.3550 -0.4820 0.29
H 3.336878 -2.700549 -2.132706 -0.8354 0.8619 0.5845 0.17
H -1.165179 0.364926 -1.426342 -0.4107 -0.2508 0.0244 0.26
```
Forces are in eV/Å.



No. 3
Below is an isolated molecule of C4H9N3, with properties calculated with wB97M-V/def2-TZVPD.

The spin multiplicity is 1. The SMILES is C=CN(C)/N=N/C. The HOMO-LUMO gap is 9.4 eV. As for the total energy: -321.9930 Eh. Its HOMO energy is -8.29 eV. The largest force on an atom comes out at 2.586 eV Å⁻¹.

XYZ file:
```
16
Properties=species:S:1:pos:R:3:forces:R:3:mulliken_charge:R:1
C -2.985546 0.340754 -0.044216 -0.3686 -0.3000 -0.0208 -0.73
C 1.175357 -1.547575 -0.045815 0.0610 -0.1322 -0.0044 -1.06
N -1.576804 0.602979 -0.004015 1.9338 -1.0084 -0.0064 -0.38
C 1.088514 0.908287 0.063156 -0.2397 0.4718 0.0159 0.13
C 2.404586 1.081270 0.095522 0.0718 -0.1136 -0.0037 -0.93
N -0.874449 -0.448374 -0.036998 -2.3677 1.0412 -0.0009 -0.35
N 0.439598 -0.308854 -0.004308 0.7625 -0.0929 0.0110 0.58
H 0.395129 1.737026 0.087786 0.0827 0.0319 0.0031 0.39
H -3.439133 0.773270 0.849349 -0.0716 -0.0121 -0.0406 0.23
H -3.212655 -0.729390 -0.096549 0.0023 0.0833 0.0039 0.37
H -3.403362 0.851819 -0.913417 -0.0735 -0.0153 0.0364 0.23
H 1.822441 -1.580660 -0.924810 0.0327 -0.0080 0.0128 0.32
H 1.786821 -1.661335 0.851750 0.0336 -0.0065 -0.0126 0.32
H 0.453659 -2.359905 -0.097188 0.0623 0.0702 0.0045 0.36
H 3.108468 0.268917 0.071534 0.1038 -0.2177 -0.0076 0.25
H 2.817374 2.071772 0.148220 -0.0255 0.2085 0.0094 0.26
```
Forces are in eV/Å.



No. 4
Below is an isolated molecule of C4H9N3, with properties calculated with wB97M-V/def2-TZVPD.

The spin multiplicity is 1. The SMILES is [H]/N=C(/C)[C@@H](C)/N=N/[H]. The HOMO-LUMO gap is 9.8 eV. As for the total energy: -322.0169 Eh. Its HOMO energy is -9.26 eV. The largest force on an atom comes out at 2.225 eV Å⁻¹.

XYZ file:
```
16
Properties=species:S:1:pos:R:3:forces:R:3:mulliken_charge:R:1
C 0.916115 -1.275458 -0.628632 0.0027 -0.2396 -0.1059 -1.22
C -0.472742 1.353182 -0.805725 -0.1751 -0.0583 0.2434 -1.39
N -1.991461 -0.725304 0.191272 0.6329 0.7859 0.3290 -0.51
C 0.959730 -0.278198 0.476507 -0.6020 0.4028 0.0863 0.49
C -0.240492 0.684488 0.550003 0.9237 0.5007 -0.5758 0.50
N -1.343909 -0.089195 1.046753 -1.7796 -1.3330 0.0836 -0.07
N 1.923113 -0.266273 1.275948 0.9867 -0.3494 0.4371 -0.78
H -2.724075 -1.273910 0.661922 0.1922 0.2064 0.2669 0.23
H 1.894346 0.425904 2.019497 -0.3764 0.1917 -0.1338 0.24
H -0.031463 1.435160 1.323018 0.0213 -0.1872 -0.1731 0.43
H -0.100484 -1.647086 -0.757475 0.1135 -0.0437 -0.1487 0.35
H 1.229899 -0.806400 -1.559484 -0.0206 0.0110 -0.1250 0.25
H 1.591901 -2.095365 -0.405464 0.0466 -0.0110 -0.0021 0.39
H -0.852175 0.627499 -1.518700 0.0281 0.0242 -0.0926 0.34
H 0.452647 1.786287 -1.177261 0.0593 0.0417 -0.0159 0.35
H -1.210950 2.144671 -0.692178 -0.0533 0.0576 -0.0734 0.39
```
Forces are in eV/Å.



No. 5
Below is a cluster of 2 separate species, C4H9N3 in total, with properties calculated with wB97M-V/def2-TZVPD.

The spin multiplicity is 1. The SMILES is [H]/N=C/N.C=CN=C. The HOMO-LUMO gap is 10.1 eV. As for the total energy: -322.0107 Eh. Its HOMO energy is -9.18 eV. The largest force on an atom comes out at 1.799 eV Å⁻¹.

XYZ file:
```
16
Properties=species:S:1:pos:R:3:forces:R:3:mulliken_charge:R:1
N 2.982306 -2.150145 0.800026 -0.5551 1.3088 0.8131 -0.45
C 2.160600 -1.083071 1.064999 -1.5021 0.4265 0.7920 0.16
N 1.018991 -1.233400 1.668972 1.2225 0.9443 -0.4645 -0.74
H 2.578751 -3.035157 0.917005 -0.6613 -1.2663 0.2751 0.25
H 3.569893 -2.071887 0.025722 1.0433 0.1910 -1.1607 0.22
H 2.572203 -0.095825 0.754386 -0.1909 -0.6601 0.1930 0.31
H 0.581341 -0.313646 1.898520 0.6246 -0.9192 -0.4521 0.25
C -1.433923 1.403432 -1.601555 0.6450 -1.2417 -0.0733 0.06
C -0.763318 0.243424 -1.401083 -0.6108 0.5123 0.5332 -0.61
C -2.708481 1.747999 0.293265 0.5714 1.1534 -0.0901 -0.30
N -1.937352 2.261415 -0.597719 -0.9763 -1.2307 0.8764 -0.45
H -1.577989 1.755459 -2.623199 0.2431 0.2434 0.2700 0.32
H -0.680600 -0.267211 -0.419776 0.1128 0.7474 -0.5611 0.17
H -0.264228 -0.266763 -2.220307 -0.3572 0.1090 -0.0430 0.23
H -3.043172 2.398428 1.132058 0.2181 -0.4467 -0.6749 0.25
H -3.055025 0.706946 0.308688 0.1730 0.1286 -0.2331 0.32
```
Forces are in eV/Å.



No. 6
Below is an isolated molecule of C4H9N3, with properties calculated with wB97M-V/def2-TZVPD.

The spin multiplicity is 1. The SMILES is [H]/N=C(\CC=C)NN. The HOMO-LUMO gap is 10.1 eV. As for the total energy: -321.9751 Eh. Its HOMO energy is -9.16 eV. The largest force on an atom comes out at 5.438 eV Å⁻¹.

XYZ file:
```
16
Properties=species:S:1:pos:R:3:forces:R:3:mulliken_charge:R:1
C -0.021771 0.630552 0.354049 -5.3043 0.1814 1.1850 -0.49
N 2.062266 -0.592291 0.394937 -3.1417 -1.6433 0.5280 -0.24
C 0.473040 -0.731266 0.155023 4.5593 -0.1634 -0.7614 0.38
N 2.792826 0.160762 -0.533561 -0.2761 0.2165 -0.5900 -0.59
C -1.687434 0.542104 0.692276 2.1106 0.7337 -0.9947 -0.26
C -2.623646 0.339375 -0.234026 0.3825 0.0641 0.2034 -0.71
N 0.008535 -1.824419 -0.272955 0.2969 0.6145 0.7650 -0.69
H 2.404711 -1.553115 0.469889 0.1439 0.4752 -0.4378 0.32
H 2.444107 0.031085 -1.486594 0.1614 0.0059 0.1846 0.24
H 2.727876 1.152663 -0.310904 0.0256 -0.3350 0.0843 0.26
H -1.010333 -1.826193 -0.353195 0.1004 0.2281 0.0851 0.31
H 0.062369 1.233981 -0.549604 0.1984 -0.0349 0.0865 0.30
H 0.403638 1.124553 1.227826 0.3016 -0.1447 -0.3514 0.34
H -1.980482 0.779112 1.715193 0.2166 -0.1386 -0.1578 0.28
H -2.370876 0.125698 -1.271596 -0.0156 0.1270 0.1293 0.28
H -3.684827 0.407400 0.003240 0.2406 -0.1865 0.0420 0.26
```
Forces are in eV/Å.



- Which formula does entry 4 have?
  C4H9N3